No. 1
Formula: C16H51BF4N11O8
Source: OMol25
Level of theory: wB97M-V/def2-TZVPD

Relative energy (zero: lowest compared OMol25 entry of this formula, charge and spin) (kJ/mol): 60.94
Net charge: -1
Spin multiplicity: 1

```
91
Properties=species:S:1:pos:R:3:lowdin_charge:R:1
B -5.92410 18.53107 16.62470 -1.466
F -6.68790 17.87582 17.54834 0.151
F -4.59203 18.37724 16.82615 0.156
F -6.06265 18.07162 15.32987 0.140
F -6.40103 19.81516 16.60858 0.161
C -7.17642 15.19104 20.33650 -0.760
O -6.97430 14.45943 21.30488 -0.007
N -6.40148 16.17842 20.00861 0.175
N -8.21779 15.01586 19.51155 0.172
H -6.62861 16.86380 19.30658 0.067
H -5.56869 16.27255 20.56795 0.106
H -8.94256 14.32019 19.57423 0.112
H -8.27271 15.63249 18.71365 0.083
C -4.06501 20.11057 20.25874 -0.775
O -3.57659 20.49255 21.33390 -0.010
N -4.29569 20.91460 19.25692 0.190
N -4.32396 18.87338 20.02909 0.184
H -4.05474 21.88302 19.39632 0.122
H -4.78774 20.57747 18.44340 0.087
H -4.10907 18.13650 20.68130 0.115
H -4.51524 18.54851 19.09242 0.086
C -10.42806 17.98888 19.53333 -0.691
O -10.95692 18.05301 18.42726 0.014
N -10.99507 17.66264 20.71411 0.163
N -9.12766 18.21846 19.63860 0.174
H -10.37467 17.45188 21.48047 0.096
H -11.96379 17.57081 20.97346 0.106
H -8.62570 18.25975 20.51100 0.113
H -8.72861 18.48676 18.75076 0.103
C -3.24341 20.83795 14.69844 -0.810
O -2.59642 21.75593 14.21564 -0.003
N -4.06618 20.12662 14.03472 0.201
N -3.06800 20.42289 15.92378 0.187
H -4.36228 20.42350 13.11882 0.119
H -4.59378 19.40467 14.50174 0.089
H -3.80643 19.81215 16.25019 0.055
H -2.35635 20.75580 16.55287 0.119
C -10.24471 21.59501 15.00286 -0.046
C -9.97772 20.72890 16.24384 -0.443
C -10.24360 21.41010 17.62827 -0.201
O -9.48564 22.57154 17.86570 -0.172
C -8.10635 22.24973 17.92477 -0.112
N -10.80127 19.56802 16.14075 0.041
H -11.29606 21.79309 14.79456 0.074
H -9.77113 21.15874 14.12330 0.073
H -9.72723 22.54792 15.13029 0.060
H -8.93698 20.40106 16.26705 0.116
H -10.20768 20.73243 18.48380 0.107
H -11.29576 21.70339 17.60755 0.122
H -7.89686 21.25812 18.33135 0.078
H -7.54672 22.89341 18.60376 0.081
H -7.71659 22.28249 16.90700 0.070
H -11.74451 19.94112 16.15647 0.065
H -10.83842 19.07524 17.02950 0.007
C -4.37999 15.49532 14.33911 -0.046
C -5.87344 15.05108 14.17358 -0.366
C -6.10650 13.92544 13.13042 -0.200
O -5.81633 14.40534 11.83351 -0.187
C -5.89904 13.48587 10.75372 -0.106
N -6.27609 14.60727 15.53738 0.022
H -3.82494 14.62956 14.70342 0.072
H -4.34128 16.29313 15.08000 0.056
H -3.89020 15.85950 13.43561 0.074
H -6.48386 15.93030 13.96925 0.126
H -7.14407 13.59144 13.20732 0.120
H -5.56263 12.99998 13.33655 0.117
H -5.49040 12.51887 11.05327 0.080
H -5.27216 13.81170 9.92366 0.081
H -6.91602 13.38637 10.37159 0.083
H -5.60343 13.90653 15.82353 0.072
H -6.02853 15.37850 16.14492 0.059
C -6.31233 22.61054 13.60462 -0.071
C -6.45731 23.84713 14.54395 -0.412
C -5.28071 23.86848 15.55945 -0.171
O -5.17590 25.14488 16.17204 -0.178
C -6.09401 25.34948 17.20792 -0.126
N -6.53174 24.99172 13.63597 0.034
H -6.45895 21.69995 14.18988 0.066
H -5.35287 22.51941 13.09596 0.072
H -7.14546 22.55323 12.90284 0.074
H -7.43365 23.85888 15.03035 0.106
H -4.41354 23.63414 14.94065 0.115
H -5.37232 23.10319 16.33206 0.116
H -7.12194 25.15047 16.90074 0.085
H -6.10226 26.41705 17.43328 0.085
H -5.84522 24.87796 18.16047 0.080
H -5.60664 25.38162 13.49642 0.070
H -6.63587 24.51211 12.75164 0.043
O -8.55707 16.40755 15.88106 -0.060
H -8.07535 15.57823 15.80694 -0.015
H -7.87469 17.07191 16.00348 -0.012
```

=====

No. 2
Formula: C3H5NO2
Source: OMol25
Level of theory: wB97M-V/def2-TZVPD

Relative energy (zero: lowest compared OMol25 entry of this formula, charge and spin) (kJ/mol): 117.24
Structure (SMILES): CC(=O)NC=O
Spin multiplicity: 1

```
11
Properties=species:S:1:pos:R:3:lowdin_charge:R:1
N 0.07789 -0.01871 -1.08072 0.113
C -1.28839 -0.13768 -0.87722 -0.301
O -1.81408 -0.10804 0.21286 0.036
C 0.48868 0.50365 1.19055 0.002
C 0.74967 -0.43682 0.09508 -0.559
O 1.51261 -1.36955 0.13436 0.101
H 0.45753 -0.34011 -1.96125 0.146
H -1.85672 -0.32226 -1.79275 0.134
H 0.34340 0.03146 2.17103 0.109
H -0.19581 1.33426 1.02571 0.087
H 1.52521 0.86378 0.88236 0.134
```

=====

No. 3
Formula: C15H14N4O4Pt
Source: OMol25
Level of theory: wB97M-V/def2-TZVPD

Spin multiplicity: 1

```
38
Properties=species:S:1:pos:R:3:lowdin_charge:R:1
Pt -0.20010 0.03529 -0.62970 1.217
O -1.44127 3.89560 -0.68839 0.113
C -0.91322 2.81137 -0.76153 -0.427
N -1.36889 1.59645 -0.31942 -0.052
C -2.57585 1.34784 0.28615 -0.423
O -3.44608 2.13000 0.58629 0.114
C -2.73502 -0.14053 0.57997 -0.164
C -3.87057 -0.62357 1.19907 0.017
C -3.98011 -1.99044 1.40769 -0.036
C -2.95783 -2.82737 0.98702 -0.032
C -1.84089 -2.27992 0.37768 -0.089
N -1.74034 -0.96522 0.19481 -0.074
C 0.45758 2.65955 -1.41302 -0.164
C 1.12023 3.75398 -1.93067 0.018
C 2.34569 3.55689 -2.54946 -0.034
C 2.86568 2.27462 -2.63544 -0.032
C 2.15601 1.21837 -2.08921 -0.083
N 0.98467 1.41828 -1.48444 -0.079
H -4.63654 0.08091 1.48840 0.125
H -4.86063 -2.39917 1.88421 0.114
H -3.01492 -3.89799 1.12126 0.112
H -1.00954 -2.86755 0.01091 0.119
H 0.65238 4.72378 -1.84305 0.126
H 2.88449 4.39501 -2.96975 0.115
H 3.81063 2.08036 -3.12146 0.113
H 2.49376 0.19113 -2.13142 0.120
N 0.64053 -0.84956 2.23242 -0.021
C 1.65310 -1.88635 2.05877 -0.278
C 2.49810 -1.70318 0.79401 -0.121
C 1.89789 -2.23561 -0.51281 -0.661
O 2.39814 -3.21618 -1.03166 0.041
O 0.89512 -1.61047 -1.06031 -0.266
H 1.07936 0.05465 2.36660 0.067
H 0.08102 -1.02864 3.05878 0.071
H 1.14043 -2.85169 2.01545 0.115
H 2.34285 -1.94465 2.90983 0.103
H 3.42522 -2.25833 0.93371 0.111
H 2.76896 -0.64768 0.67872 0.105
```

=====

No. 4
Formula: C37H54InN3O3PSi
Source: OMol25
Level of theory: wB97M-V/def2-TZVPD

Relative energy (zero: lowest compared OMol25 entry of this formula, charge and spin) (kJ/mol): 55.85
Net charge: +1
Spin multiplicity: 1

```
100
Properties=species:S:1:pos:R:3:lowdin_charge:R:1
In -0.77700 0.43522 -0.44448 0.758
C -1.80643 -0.44210 -3.31483 -0.097
C -2.64535 -1.65889 -2.98078 -0.377
C -4.06707 -1.29264 -2.67460 -0.056
C -2.02072 -2.47411 -1.85166 -0.284
C -2.68041 -3.80972 -1.51403 -0.051
O -2.92039 -3.76070 -0.07009 -0.025
C -2.43765 -2.54260 0.41210 -0.244
N -2.10084 -1.73333 -0.55947 0.110
C -2.51467 -2.46340 1.87037 -0.102
C -3.44625 -3.37975 2.42322 0.002
C -3.47275 -3.61477 3.77328 -0.056
C -2.51206 -3.09491 4.61541 -0.039
C -1.58336 -2.19746 4.08784 -0.077
C -1.56204 -1.82451 2.73175 -0.262
P -0.42996 -0.45614 2.24828 1.025
C 1.13942 -0.78716 3.02820 -0.371
C 1.71107 -2.02048 2.69070 -0.095
C 2.93581 -2.45211 3.25871 -0.057
C 3.56680 -1.61684 4.19127 -0.067
C 3.01873 -0.35712 4.48629 -0.076
C 1.81235 0.08118 3.95525 -0.057
C -0.94210 1.05689 3.07672 -0.382
C -2.07987 1.14962 3.93251 -0.050
C -2.41962 2.38252 4.47792 -0.054
C -1.66562 3.51910 4.11880 -0.053
C -0.52774 3.41255 3.31913 -0.076
C -0.16502 2.18336 2.78723 -0.161
H -1.92797 -0.09681 -4.35319 0.107
H -0.73842 -0.65771 -3.11908 0.059
H -2.06355 0.43809 -2.67689 0.020
H -2.60801 -2.38111 -3.80017 0.147
H -4.38817 -1.36148 -1.64525 0.077
H -4.72809 -1.93316 -3.28960 0.095
H -4.25966 -0.26004 -2.92967 0.079
H -0.99056 -2.60826 -2.08413 0.107
H -2.01993 -4.66268 -1.80193 0.137
H -3.62924 -3.92088 -2.02468 0.125
H -4.16046 -3.86920 1.73141 0.140
H -4.26971 -4.24389 4.16496 0.121
H -2.54741 -3.27088 5.67144 0.112
H -0.80645 -1.74309 4.70113 0.116
H 1.14397 -2.64520 2.00209 0.098
H 3.47031 -3.34635 2.96524 0.102
H 4.49678 -1.92248 4.67995 0.112
H 3.50617 0.32231 5.19359 0.113
H 1.35300 0.97940 4.37119 0.106
H -2.73795 0.27752 4.10600 0.114
H -3.32744 2.47132 5.06281 0.110
H -1.96882 4.50709 4.45999 0.111
H 0.10832 4.24686 3.13091 0.107
H 0.68875 2.09644 2.11804 0.094
C 1.10870 -5.36344 -0.78031 -0.062
N 2.30502 -4.55329 -0.55928 0.018
C 2.26495 -3.19773 -0.78143 -0.594
N 3.46296 -2.52940 -0.68252 0.156
O 1.24989 -2.53108 -1.09990 -0.034
H 0.93130 -6.00116 0.09893 0.091
H 1.06282 -5.95696 -1.68447 0.083
H 0.28922 -4.64879 -0.83455 0.057
H 3.20271 -5.02935 -0.51400 0.141
H 4.36632 -2.92723 -0.43682 0.109
H 3.28818 -1.53566 -0.43674 0.091
C -2.71158 3.05916 0.23427 -0.075
C -2.98616 1.59926 -0.19307 -0.417
O -4.04523 1.04200 -0.29041 0.008
H -3.60797 3.50249 0.68202 0.088
H -2.42765 3.65834 -0.62215 0.068
H -1.88332 3.08812 0.91808 0.016
C 0.71531 3.78088 -0.60538 -0.194
Si 1.07353 2.28397 -1.68917 0.702
C 0.74913 2.79890 -3.55134 -0.644
C -0.74984 3.13610 -3.57873 -0.104
C 1.10043 1.65538 -4.45198 -0.091
C 1.46808 4.08998 -3.87265 -0.087
C 2.95150 1.82758 -1.39483 -0.628
C 3.42211 0.58232 -2.11582 -0.104
C 3.12388 1.58362 0.13053 -0.117
C 3.84927 3.03654 -1.80860 -0.079
H 0.07423 3.61491 0.26968 -0.004
H 0.27516 4.58356 -1.19854 0.034
H 1.66597 4.12333 -0.20769 0.027
H -1.37674 2.36366 -3.10328 0.047
H -1.14210 3.31531 -4.58228 0.095
H -0.94263 4.03947 -3.00441 0.069
H 0.79629 0.66600 -4.13542 0.063
H 2.16317 1.63891 -4.66081 0.075
H 0.62858 1.86920 -5.41474 0.094
H 1.28613 4.88710 -3.15208 0.079
H 1.08441 4.47077 -4.80934 0.092
H 2.54314 3.97391 -3.94473 0.066
H 2.75395 -0.23063 -1.92145 0.042
H 4.35782 0.30313 -1.64755 0.083
H 3.53257 0.67932 -3.18231 0.073
H 2.43470 0.81252 0.45794 0.036
H 2.97097 2.50341 0.75107 0.089
H 4.12566 1.22329 0.36099 0.082
H 4.04984 2.97964 -2.85632 0.058
H 4.77112 3.04681 -1.20851 0.090
H 3.37144 4.02829 -1.59910 0.081
```

=====

No. 5
Formula: C2H2BrCl2I
Source: OMol25
Level of theory: wB97M-V/def2-TZVPD

Relative energy (zero: lowest compared OMol25 entry of this formula, charge and spin) (kJ/mol): 46.71
Structure (SMILES): ClC(Cl)(Br)CI
Spin multiplicity: 1

```
8
Properties=species:S:1:pos:R:3:lowdin_charge:R:1
C 0.42057 0.61327 -0.07240 -0.783
C -0.45220 -0.57789 -0.05292 -1.584
Cl -0.44088 -1.52815 1.48307 0.545
Cl -0.31733 -1.53750 -1.52097 0.565
Br -2.36712 0.32312 -0.09338 0.521
I 2.64519 0.27630 -0.11889 0.672
H 0.15186 1.53416 -0.61382 0.052
H 0.35990 0.89668 0.98931 0.012
```

=====

No. 6
Formula: C47H38BaBrCl4N6O4Te
Source: OMol25
Level of theory: wB97M-V/def2-TZVPD

Relative energy (zero: lowest compared OMol25 entry of this formula, charge and spin) (kJ/mol): 439.15
Net charge: -1
Spin multiplicity: 1

```
102
Properties=species:S:1:pos:R:3:lowdin_charge:R:1
Ba 0.17272 -0.29113 -0.15873 1.975
Br 4.14530 3.36409 5.24523 0.660
C 3.51279 2.15536 3.90915 -0.699
C 4.41425 1.50171 3.08185 -0.147
C 3.94620 0.65931 2.10284 -0.016
C 2.56100 0.43134 1.90112 -0.418
O 2.09940 -0.22848 0.91416 -0.431
C 1.68090 1.04607 2.84844 -0.154
C 0.26245 0.72526 2.76711 -0.138
N -0.70370 1.54364 2.69441 0.147
C -0.55457 2.88624 2.46865 -0.242
C -1.13207 3.80168 3.32785 -0.025
C -1.08181 5.17150 3.07177 -0.094
C -0.44896 5.65531 1.95829 -0.050
C 0.17548 4.76490 1.06588 -0.143
C 0.90768 5.20448 -0.05711 -0.004
C 1.55428 4.28961 -0.84074 -0.039
C 1.39074 2.92639 -0.55236 -0.144
N 0.67656 2.47885 0.44741 0.041
C 0.10879 3.36207 1.29255 -0.166
C 2.15662 1.92909 3.80375 -0.088
H 5.47640 1.65959 3.21116 0.094
H 4.63922 0.15446 1.44454 0.106
H -0.00280 -0.32651 2.82109 0.111
H -1.61493 3.43528 4.22140 0.115
H -1.54820 5.84745 3.77332 0.103
H -0.40184 6.71614 1.75527 0.108
H 0.96820 6.26500 -0.25974 0.114
H 2.15339 4.58789 -1.68812 0.101
H 1.86768 2.17959 -1.17042 0.081
H 1.47079 2.40673 4.48949 0.109
Cl -5.15558 -4.30145 3.80480 0.619
C -4.18284 -3.25961 2.81291 -0.691
C -4.80000 -2.24001 2.07574 -0.098
C -4.04873 -1.41517 1.29184 -0.006
C -2.63760 -1.56509 1.16166 -0.381
O -1.95912 -0.80677 0.40743 -0.580
C -2.03829 -2.61978 1.92565 -0.134
C -0.64259 -2.89677 1.81775 -0.208
O 0.17181 -2.31081 1.11917 -0.230
C -2.83037 -3.44170 2.74581 -0.078
H -5.86997 -2.11639 2.13230 0.102
H -4.50547 -0.61968 0.72155 0.071
H -0.30002 -3.75606 2.43615 0.133
H -2.34648 -4.22360 3.31270 0.107
C 5.25838 -2.91185 -6.17395 -0.071
C 5.08573 -3.87547 -5.04483 -0.299
C 5.04606 -3.41663 -3.73331 -0.052
C 4.83523 -4.28128 -2.67879 -0.020
C 4.62264 -5.63547 -2.92061 -0.265
N 4.36964 -6.55787 -1.89119 0.132
C 3.93233 -6.35754 -0.60997 -0.541
O 4.18352 -7.16133 0.26866 0.055
N 3.19846 -5.22354 -0.34287 0.137
C 2.34489 -4.49584 -1.17436 -0.233
C 1.73766 -5.04820 -2.29982 0.000
C 0.87393 -4.25520 -3.03169 -0.058
C 0.61508 -2.96124 -2.60680 -0.220
N 1.17804 -2.43367 -1.52937 -0.043
C 2.03451 -3.17374 -0.84746 -0.092
C 4.70087 -6.11103 -4.22463 -0.030
C 4.93209 -5.23633 -5.26898 -0.047
H 6.09817 -2.24423 -5.99114 0.080
H 4.36086 -2.29820 -6.24617 0.013
H 5.40892 -3.42908 -7.11788 0.072
H 5.17410 -2.36360 -3.53563 0.110
H 4.84485 -3.90215 -1.66932 0.116
H 4.73421 -7.49044 -2.03703 0.153
H 3.13936 -5.00311 0.64273 0.160
H 1.92987 -6.06970 -2.58858 0.119
H 0.41163 -4.64022 -3.92569 0.107
H -0.06153 -2.32344 -3.15534 0.091
H 2.48331 -2.68751 0.00496 0.109
H 4.57686 -7.16910 -4.41655 0.110
H 4.98310 -5.62160 -6.27685 0.107
Cl 2.26028 -1.63139 -4.83885 0.268
C 1.87735 0.65827 -4.42454 -1.319
Cl 1.32956 1.24721 -5.94657 0.670
Cl 3.46402 1.14728 -3.95100 0.662
C 0.98622 0.56325 -3.38931 -0.388
N 0.29866 0.34982 -2.47764 -0.035
C -5.30545 7.06262 -2.94878 -0.068
C -4.63206 5.82196 -2.43497 -0.291
C -4.22030 4.81421 -3.29337 -0.035
C -3.63582 3.65020 -2.81731 -0.338
C -3.21605 2.57539 -3.77196 -0.131
C -3.45399 3.46689 -1.44482 -0.515
Te -2.76827 1.57754 -0.70192 1.056
C -3.84576 4.48520 -0.57773 -0.326
C -3.69412 4.33796 0.90482 -0.103
C -4.42087 5.64502 -1.07449 -0.034
H -5.32571 7.06926 -4.03694 0.066
H -4.78809 7.95766 -2.60334 0.072
H -6.33250 7.11516 -2.58431 0.074
H -4.36664 4.93492 -4.36093 0.104
H -3.32037 2.89843 -4.80630 0.065
H -3.82428 1.68054 -3.62735 0.056
H -2.17691 2.29395 -3.59254 0.038
H -2.90521 3.62828 1.14421 -0.006
H -4.62138 3.96798 1.34307 0.086
H -3.45646 5.29351 1.36736 0.067
H -4.72532 6.41986 -0.38046 0.113
```

=====

LUMO for every record listed, in sequence, given in eV: 2.31 0.73 -0.58 -2.69 -0.85 -0.93.
Highest occupied orbital energy for every record listed, in sequence, given in Ha: -0.2307 -0.3718 -0.3181 -0.3412 -0.3644 -0.1375.